Entry 1:
{"formula": "C23H39AuCl2N6O3", "method": "ωB97M-V/def2-TZVPD", "total_charge": 0, "multiplicity": 3, "s_squared": 2.013, "e_homo_ha": [-0.274, -0.300], "symbols": ["O", "C", "C", "C", "H", "C", "H", "C", "H", "C", "H", "C", "H", "H", "C", "C", "H", "H", "H", "C", "C", "H", "H", "H", "H", "Au", "Cl", "Cl", "H", "H", "C", "C", "N", "H", "C", "O", "H", "H", "H", "H", "H", "H", "C", "C", "N", "H", "C", "O", "H", "H", "H", "H", "C", "N", "C", "N", "C", "N", "C", "N", "C", "C", "H", "H", "H", "H", "H", "H", "H", "H", "H", "H", "H", "H"], "coordinates": [[0.843, -0.527, -3.494], [0.327, -0.026, -4.487], [0.096, 1.442, -4.577], [0.370, 2.321, -3.486], [0.603, 1.935, -2.490], [0.410, 3.703, -3.714], [0.702, 4.373, -2.894], [0.143, 4.220, -4.994], [0.225, 5.290, -5.176], [-0.254, 3.360, -6.034], [-0.537, 3.737, -7.013], [-0.282, 1.979, -5.806], [-0.559, 1.290, -6.603], [-0.200, -0.646, -5.274], [-2.765, -1.032, -1.061], [-2.924, 0.424, -0.715], [-3.488, -1.402, -1.802], [-2.831, -1.635, -0.159], [-1.718, -1.178, -1.367], [-3.433, 1.469, -1.394], [-4.837, 1.906, -1.738], [-2.664, 2.069, -1.890], [-4.853, 2.350, -2.751], [-5.140, 2.726, -1.068], [-5.599, 1.115, -1.697], [-1.604, 0.848, 0.658], [0.363, 2.287, 0.462], [-3.615, 1.618, 2.213], [4.524, 1.394, -2.685], [4.811, 1.494, -0.106], [3.461, 1.345, -2.415], [3.758, 1.212, 0.026], [3.266, 0.596, -1.191], [2.909, 0.869, -3.225], [2.819, -0.676, -1.201], [2.507, -1.325, -0.190], [3.661, 0.515, 0.859], [2.742, -1.107, -2.216], [3.092, 2.368, -2.285], [3.174, 2.115, 0.234], [-0.524, -6.236, 0.094], [1.909, -5.383, -1.441], [-0.899, -5.449, -0.579], [1.118, -4.722, -1.831], [0.111, -4.434, -0.820], [-1.786, -4.988, -0.137], [0.252, -3.409, 0.045], [-0.568, -3.139, 0.941], [1.573, -3.783, -2.166], [1.174, -2.826, -0.132], [-1.147, -5.910, -1.540], [0.631, -5.225, -2.675], [-0.628, 1.367, 3.501], [-0.624, 0.254, 2.504], [-1.452, -0.876, 2.999], [-0.944, -1.362, 4.278], [-0.936, -0.258, 5.251], [-0.123, 0.881, 4.782], [1.257, 0.391, 4.605], [1.308, -0.695, 3.612], [0.783, -0.221, 2.337], [0.458, -1.802, 4.079], [-1.658, 1.724, 3.632], [0.026, 2.169, 3.130], [-1.393, -1.701, 2.266], [-2.483, -0.514, 3.114], [-0.496, -0.637, 6.184], [-1.965, 0.079, 5.421], [1.911, 1.213, 4.291], [1.613, 0.004, 5.568], [0.809, -1.048, 1.616], [1.397, 0.613, 1.984], [0.838, -2.153, 5.045], [0.486, -2.617, 3.343]], "lowdin_charge": [0.01, -0.19, -0.20, -0.03, 0.07, -0.07, 0.11, -0.07, 0.10, -0.07, 0.10, -0.05, 0.11, 0.14, -0.10, -0.38, 0.08, 0.06, 0.08, -0.14, -0.07, 0.11, 0.08, 0.09, 0.08, 0.75, -0.06, -0.08, 0.09, 0.09, -0.06, -0.06, -0.18, 0.07, -0.30, -0.04, 0.08, 0.12, 0.09, 0.05, 0.10, 0.09, -0.05, -0.05, -0.19, 0.09, -0.29, -0.04, 0.08, 0.11, 0.08, 0.08, -0.23, -0.25, -0.21, -0.08, -0.16, -0.09, -0.16, -0.08, -0.21, -0.15, 0.04, 0.09, 0.10, 0.06, 0.12, 0.13, 0.13, 0.12, 0.10, 0.05, 0.12, 0.12]}

***

Entry 2:
{"formula": "C23H39Cl3EuN3O3SSi", "method": "ωB97M-V/def2-TZVPD", "total_charge": -1, "multiplicity": 8, "s_squared": 15.760, "e_homo_ha": [-0.107, -0.193], "symbols": ["C", "C", "H", "H", "H", "C", "C", "H", "H", "H", "H", "Eu", "Cl", "Cl", "C", "O", "N", "C", "C", "H", "H", "H", "H", "H", "H", "H", "H", "H", "C", "C", "N", "H", "C", "O", "H", "H", "H", "H", "O", "C", "C", "C", "H", "C", "H", "C", "H", "C", "C", "H", "H", "H", "Si", "Cl", "C", "C", "C", "H", "H", "H", "H", "H", "H", "H", "H", "H", "S", "C", "C", "N", "C", "H", "H", "H"], "coordinates": [[-3.954, 1.674, 0.703], [-4.420, 0.471, -0.057], [-4.378, 2.584, 0.260], [-2.855, 1.755, 0.730], [-4.298, 1.632, 1.753], [-5.528, 0.437, -0.816], [-6.478, 1.563, -1.018], [-5.808, -0.481, -1.337], [-5.974, 2.532, -1.152], [-7.191, 1.659, -0.184], [-7.069, 1.346, -1.912], [2.486, 1.534, 1.666], [3.499, 0.941, 4.020], [-0.025, 2.254, 2.046], [3.029, -1.402, 1.603], [3.391, -0.536, 0.758], [2.804, -2.678, 1.318], [3.105, -3.207, -0.019], [2.170, -3.561, 2.295], [2.854, -1.097, 2.642], [3.899, -2.636, -0.496], [2.209, -3.220, -0.653], [3.411, -4.250, 0.094], [2.215, -3.068, 3.279], [2.711, -4.510, 2.316], [1.131, -3.766, 2.016], [1.569, 5.837, -0.210], [0.761, 3.224, -0.711], [2.359, 5.667, -0.955], [1.369, 3.493, -1.594], [2.547, 4.251, -1.187], [3.292, 6.115, -0.600], [3.558, 3.556, -0.627], [3.526, 2.298, -0.466], [1.680, 2.575, -2.102], [4.459, 4.132, -0.388], [2.061, 6.147, -1.893], [0.777, 4.115, -2.267], [-2.329, -0.493, -0.648], [-3.536, -0.758, 0.065], [-4.304, -2.408, -1.705], [-4.220, -2.037, -0.374], [-3.794, -1.793, -2.460], [-5.051, -3.539, -2.046], [-3.312, -0.852, 1.136], [-4.839, -2.785, 0.640], [-5.113, -3.837, -3.098], [-5.704, -4.272, -1.052], [-5.603, -3.898, 0.297], [-4.711, -2.444, 1.683], [-6.316, -5.144, -1.323], [-6.108, -4.467, 1.090], [-0.817, -1.145, -0.966], [3.241, 4.265, 1.815], [-0.691, -1.258, -2.832], [-0.781, -2.820, -0.143], [0.460, 0.015, -0.265], [-1.501, -1.858, -3.274], [0.263, -1.724, -3.122], [-0.727, -0.262, -3.295], [0.238, 1.038, -0.608], [1.494, -0.252, -0.553], [0.368, 0.020, 0.845], [-1.651, -3.426, -0.428], [-0.818, -2.681, 0.944], [0.117, -3.400, -0.382], [8.081, 1.329, 0.458], [8.182, 2.081, 2.047], [6.905, 2.267, 2.551], [5.904, 1.816, 1.716], [6.335, 1.319, 0.590], [9.107, 2.359, 2.533], [6.644, 2.712, 3.514], [5.693, 0.950, -0.207]], "lowdin_charge": [-0.03, -0.23, 0.07, 0.06, 0.10, -0.11, -0.11, 0.10, 0.07, 0.08, 0.06, 0.91, -0.37, -0.33, -0.36, -0.19, -0.16, -0.02, -0.03, 0.04, 0.09, 0.07, 0.08, 0.10, 0.08, 0.07, 0.08, 0.05, -0.11, -0.06, -0.22, 0.08, -0.50, -0.24, 0.08, 0.09, 0.08, 0.08, -0.17, -0.29, -0.05, -0.21, 0.12, -0.08, 0.15, -0.03, 0.10, -0.10, -0.09, 0.12, 0.10, 0.10, 0.41, -0.16, -0.16, -0.14, -0.23, 0.02, 0.03, 0.04, 0.01, 0.03, -0.04, 0.03, 0.04, 0.01, 0.91, -0.40, -0.23, -0.04, -0.48, 0.05, 0.11, 0.06]}

***

Entry 3:
{"formula": "C23H39F3N4O9S3", "method": "ωB97M-V/def2-TZVPD", "total_charge": 0, "multiplicity": 1, "e_homo_ha": -0.351, "symbols": ["O", "S", "O", "O", "C", "C", "C", "C", "C", "O", "S", "O", "O", "O", "C", "S", "O", "O", "C", "F", "F", "F", "H", "H", "H", "H", "H", "H", "H", "H", "H", "H", "H", "C", "C", "C", "C", "N", "H", "H", "H", "H", "H", "H", "H", "C", "C", "C", "C", "N", "H", "H", "H", "H", "H", "H", "H", "C", "C", "C", "C", "N", "H", "H", "H", "H", "H", "H", "H", "C", "C", "C", "C", "N", "H", "H", "H", "H", "H", "H", "H"], "coordinates": [[1.414, -2.727, 0.953], [2.565, -1.698, 0.959], [2.081, -0.543, 0.058], [3.932, -2.442, 0.288], [2.945, -1.077, 2.706], [1.579, -0.514, 3.397], [1.425, 1.102, 3.318], [-0.152, 1.557, 3.172], [-0.665, 1.336, 1.653], [-1.425, 2.402, 0.979], [-1.538, 1.716, -0.598], [-2.886, 2.004, -1.262], [-0.300, 2.342, -1.254], [-1.435, 0.032, -0.237], [-1.485, 0.000, 1.248], [-3.284, -0.171, 1.776], [-4.269, -0.135, 0.612], [-3.627, 0.864, 2.865], [-3.547, -1.858, 2.616], [-4.780, -1.914, 3.364], [-3.612, -2.898, 1.604], [-2.472, -2.136, 3.580], [3.602, -2.873, -0.559], [3.815, -0.317, 2.692], [3.265, -2.022, 3.315], [1.433, -0.878, 4.494], [0.701, -0.968, 2.777], [1.814, 1.573, 4.320], [2.054, 1.500, 2.411], [-0.830, 1.112, 3.993], [-0.144, 2.717, 3.353], [0.307, 1.246, 1.016], [-1.051, -1.046, 1.527], [-7.319, -0.750, 0.304], [-7.253, -1.020, -1.194], [-8.487, -0.524, -1.948], [-9.702, -1.259, -1.576], [-10.658, -1.833, -1.281], [-8.142, -1.296, 0.774], [-6.391, -1.071, 0.784], [-7.453, 0.317, 0.505], [-7.113, -2.093, -1.361], [-6.370, -0.515, -1.599], [-8.316, -0.646, -3.023], [-8.630, 0.547, -1.770], [-3.923, -0.531, -3.610], [-3.861, -0.800, -5.108], [-5.096, -0.301, -5.859], [-6.311, -1.034, -5.483], [-7.267, -1.606, -5.185], [-4.746, -1.076, -3.139], [-2.994, -0.855, -3.132], [-4.054, 0.535, -3.408], [-3.723, -1.874, -5.277], [-2.977, -0.297, -5.516], [-4.928, -0.422, -6.934], [-5.236, 0.769, -5.679], [4.329, 3.541, 1.781], [5.767, 3.476, 2.277], [5.984, 2.410, 3.352], [5.263, 2.714, 4.593], [4.693, 2.950, 5.568], [3.643, 3.839, 2.579], [4.242, 4.277, 0.976], [4.004, 2.572, 1.390], [6.064, 4.461, 2.655], [6.419, 3.252, 1.426], [7.055, 2.343, 3.571], [5.677, 1.430, 2.973], [8.942, -1.413, -1.377], [8.126, -1.506, -2.660], [6.814, -0.724, -2.596], [5.876, -1.285, -1.616], [5.137, -1.726, -0.839], [8.415, -1.866, -0.533], [9.893, -1.940, -1.497], [9.162, -0.371, -1.127], [7.928, -2.560, -2.886], [8.729, -1.111, -3.485], [6.344, -0.741, -3.585], [7.016, 0.326, -2.360]], "lowdin_charge": [-0.40, 0.78, -0.38, -0.31, -0.20, -0.19, -0.18, -0.09, -0.29, -0.18, 0.87, -0.28, -0.28, -0.21, -0.26, 0.91, -0.31, -0.32, -0.35, 0.07, 0.04, 0.02, 0.12, 0.10, 0.12, 0.14, 0.09, 0.12, 0.11, 0.13, 0.14, 0.14, 0.16, -0.11, -0.26, -0.20, -0.23, 0.13, 0.08, 0.04, 0.08, 0.12, 0.09, 0.08, 0.12, -0.10, -0.26, -0.19, -0.22, 0.15, 0.06, 0.08, 0.07, 0.11, 0.11, 0.12, 0.12, -0.11, -0.26, -0.19, -0.23, 0.14, 0.07, 0.08, 0.06, 0.12, 0.11, 0.12, 0.10, -0.11, -0.27, -0.18, -0.09, 0.12, 0.07, 0.07, 0.08, 0.11, 0.11, 0.12, 0.12]}